a.
C5H14NO | ωB97M-V with the def2-TZVPD basis set

Calculated values
Total charge: +1
Orbital gap, eV: 11.38
Highest occupied orbital energy, eV: -14.415

Structure (XYZ):
```
21
C5H14NO, DFT ωB97M-V with the def2-TZVPD basis set
H 3.68 -0.06 -0.64
H -2.61 1.76 -0.67
C -0.96 1.41 0.88
H -1.23 -2.35 0.98
H -0.27 1.91 0.24
H 1.14 -0.87 -1.22
H 2.93 -1.16 0.67
H 4.23 0.16 1.01
H -1.75 1.95 1.16
H -0.27 1.03 1.59
C 3.33 -0.10 0.38
C -0.50 -0.88 -0.25
H -2.01 -0.18 0.95
C -2.21 0.71 -1.03
H 0.12 -2.77 -0.30
O 0.33 -0.40 -1.18
N -1.48 0.20 0.20
C -0.58 -2.11 0.14
H -2.95 0.13 -1.45
H -1.43 0.88 -1.93
H 2.49 0.72 0.45
```

Results of the natural (NBO) charge analysis, in e, for atoms 1 through 4:
1 H 0.221
2 H 0.231
3 C -0.400
4 H 0.235

***

b.
C5H14NO | ωB97M-V with the def2-TZVPD basis set

Calculated values
Total charge: +1
SMILES: C[C@H]([NH3+])CCCO
Orbital gap, eV: 11.41
Highest occupied orbital energy, eV: -14.629

Structure (XYZ):
```
21
C5H14NO, DFT ωB97M-V with the def2-TZVPD basis set
H 1.70 -1.14 0.20
H -0.01 0.65 -2.00
N -0.77 0.17 -1.49
C 0.84 -0.51 0.46
C -0.47 -2.35 -0.90
H 0.00 -2.73 -1.87
H -0.12 1.04 2.39
C 0.27 1.67 1.56
H -1.49 -2.63 -1.15
H -1.40 -0.18 -2.21
H 2.22 1.06 1.16
H -1.13 1.00 -0.99
O -0.77 2.05 0.64
H 0.54 -0.88 1.43
H 1.33 1.51 -0.35
H -1.16 -0.94 0.22
C -0.27 -0.91 -0.49
C 1.26 0.96 0.63
H -1.49 2.57 1.10
H 0.13 -3.00 -0.24
H 0.79 2.59 1.88
```

Results of the natural (NBO) charge analysis, in e, for atoms 1 through 4:
1 H 0.230
2 H 0.429
3 N -0.698
4 C -0.431

***

c.
C5H14NO | ωB97M-V with the def2-TZVPD basis set

Calculated values
Total charge: +1
Orbital gap, eV: 10.45
Highest occupied orbital energy, eV: -13.908

Structure (XYZ):
```
21
C5H14NO, DFT ωB97M-V with the def2-TZVPD basis set
H 0.07 2.60 -1.91
H 0.82 -2.16 0.61
H -0.37 1.86 -3.48
C 1.16 -0.24 1.69
C 0.21 -1.27 1.10
H 0.71 0.56 2.26
H -2.29 -1.25 -1.55
O -0.32 2.02 -2.48
N -0.99 0.62 0.00
H 1.55 -0.88 2.47
C -1.69 -1.60 -0.74
H 2.99 -0.40 0.43
C 2.30 0.41 0.90
H 0.05 0.92 0.10
H 3.11 0.98 1.45
H -1.45 0.83 -0.94
C -0.91 -0.84 0.14
H -1.89 1.01 0.44
H -1.74 -2.69 -0.61
H -0.37 -1.75 1.96
H 1.93 1.09 0.06
```

Results of the natural (NBO) charge analysis, in e, for atoms 1 through 4:
1 H 0.504
2 H 0.263
3 H 0.555
4 C -0.470

***

d.
C5H14NO | ωB97M-V with the def2-TZVPD basis set

Calculated values
Total charge: +1
Orbital gap, eV: 12.29
Highest occupied orbital energy, eV: -15.260

Structure (XYZ):
```
21
C5H14NO, DFT ωB97M-V with the def2-TZVPD basis set
H 1.29 0.19 -2.02
H 2.42 -1.14 -0.49
H -0.71 -1.44 -0.51
N 0.17 0.21 0.51
C 0.24 0.00 -1.87
C 1.45 -1.66 -0.44
H 0.22 2.04 -2.04
C -0.49 1.37 -1.56
C -0.53 1.44 -0.03
H -0.50 -0.05 3.79
C 0.20 -0.84 -0.56
H 1.15 0.41 0.63
O -0.88 -0.41 2.96
H -0.15 2.35 0.44
H -0.35 -0.40 -2.69
H 1.46 -2.41 -1.23
H 1.49 -2.23 0.49
H -1.83 -0.53 3.20
H -0.30 0.04 1.42
H -1.49 1.68 -1.87
H -1.54 1.42 0.39
```

Results of the natural (NBO) charge analysis, in e, for atoms 1 through 4:
1 H 0.219
2 H 0.226
3 H 0.232
4 N -0.530

***

Of the structures shown above, c is the least stable.